(1)
ORCA calculation (ωB97M-V with the def2-TZVPD basis set) on a 4-piece molecular cluster, C12H36BrO12P3SSi overall.

The geometry in ORCA input format:
```
! wB97M-V def2-TZVPD RIJCOSX def2/J DEFGRID3
* xyz 0 1
C 0.6380 -0.6338 3.3402
C -0.1961 -1.9014 3.5721
S 0.7632 -3.4258 3.8295
C 2.1344 -3.4409 2.6244
Si 1.6173 -3.7588 0.8396
Br 0.8072 -1.8775 -0.1356
H 1.1638 -0.6563 2.3832
H 1.3376 -0.4005 4.1470
H -0.0700 0.2052 3.2749
H -0.7918 -1.7566 4.4791
H -0.9114 -2.0047 2.7493
H 2.7779 -2.5573 2.7259
H 2.7700 -4.2923 2.9073
H 2.8608 -4.0655 0.0968
H 0.7388 -4.9225 0.6694
C -2.0566 2.5153 -4.8840
O -0.9585 2.1193 -4.0383
P -0.0773 3.3824 -3.3559
O 0.9469 3.5328 -4.4416
O 0.4174 2.4542 -2.1111
C 0.2695 1.0379 -2.0692
O 0.2237 4.7606 -2.4751
C 1.5568 4.9440 -2.0119
H -2.5381 1.6182 -5.2651
H -2.7859 3.0874 -4.3110
H -1.6916 3.1105 -5.7239
H 0.7946 0.5620 -2.8976
H -0.7836 0.7647 -2.0776
H 0.7040 0.6834 -1.1359
H 2.2581 4.9756 -2.8447
H 1.8411 4.1620 -1.3098
H 1.5868 5.9016 -1.4924
C 5.2938 -1.0188 7.4312
O 5.9383 -0.1802 6.4536
P 5.7503 -0.6681 4.8493
O 6.9694 -1.5357 4.7519
O 5.9944 0.8400 4.2847
C 6.4961 1.9142 5.0736
O 4.9747 -1.0915 3.4409
C 5.7088 -0.9527 2.2272
H 5.4951 -0.6084 8.4177
H 4.2156 -1.0332 7.2701
H 5.6914 -2.0343 7.3792
H 7.4859 1.6830 5.4671
H 5.8088 2.1496 5.8829
H 6.5742 2.7878 4.4278
H 6.6116 -1.5614 2.2460
H 5.9603 0.0887 2.0361
H 5.0653 -1.3052 1.4205
C -8.0315 1.7658 -4.2072
O -7.6224 0.4595 -4.6534
P -6.5110 -0.3304 -3.6563
O -5.2590 0.1771 -4.3097
O -6.9943 -1.7885 -4.2047
C -7.8373 -1.9797 -5.3369
O -5.8614 -1.0602 -2.3112
C -4.8628 -2.0515 -2.5375
H -8.7336 2.1694 -4.9328
H -8.5270 1.7001 -3.2383
H -7.1676 2.4303 -4.1391
H -7.3835 -1.5681 -6.2383
H -8.8159 -1.5375 -5.1661
H -7.9672 -3.0527 -5.4723
H -4.0127 -1.6336 -3.0751
H -5.2690 -2.9035 -3.0792
H -4.5246 -2.3938 -1.5599
*
```

Its largest force on an atom is 7.823 eV/Å. The energy above the lowest of the compared OMol25 structures with the same formula, charge and spin is 0.0 kcal per mole. As for the SMILES: COP(=O)(OC)OC.COP(=O)(OC)OC.COP(=O)(OC)OC.CCSC[SiH2]Br. The value obtained for the gap between HOMO and LUMO is 6.88 eV.

natural (NBO) atomic charge list, values in e, 6 entries: -0.623, -0.531, 0.187, -1.025, 1.047, -0.338


(2)
ORCA calculation (ωB97M-V with the def2-TZVPD basis set) on C4H5NO2 in the gas phase.

The geometry in ORCA input format:
```
! wB97M-V def2-TZVPD RIJCOSX def2/J DEFGRID3
* xyz 0 1
O -1.6142 -0.4231 -0.7361
C -0.2665 -0.2094 -1.1887
C 0.5199 -0.8212 -0.0137
C 1.1710 0.1567 0.8750
N -0.2440 -0.1921 1.0761
C -1.1620 0.5671 0.1891
O -0.3646 1.1811 -0.8275
H -0.0392 -0.4541 -2.2263
H 0.6868 -1.8929 0.0309
H 1.4089 1.1332 0.4676
H 1.8236 -0.2104 1.6617
H -1.9198 1.1650 0.6919
*
```

Its largest force on an atom is 0.529 eV/Å. The energy above the lowest of the compared OMol25 structures with the same formula, charge and spin is 81.5 kcal per mole. The value obtained for the gap between HOMO and LUMO is 11.11 eV.

natural (NBO) atomic charge list, values in e, 6 entries: -0.498, 0.317, -0.148, -0.254, -0.407, 0.445


(3)
ORCA calculation (ωB97M-V with the def2-TZVPD basis set) on a 11-piece molecular cluster, C13H48N2O11 overall.

The geometry in ORCA input format:
```
! wB97M-V def2-TZVPD RIJCOSX def2/J DEFGRID3
* xyz 0 1
C 0.0390 -4.2923 0.9808
C -0.6704 -3.8828 -0.3067
O -0.9504 -5.1143 -0.9175
H 0.6471 -3.3829 1.3044
H 0.7293 -5.1335 0.9797
H -0.7177 -4.5967 1.6767
H 0.0563 -3.3109 -0.9055
H -1.5743 -3.2752 -0.2890
H -1.7594 -5.4627 -0.4834
C 2.2833 0.1405 2.4974
C 3.7326 0.3069 2.0311
O 3.8497 0.4505 0.6938
H 2.1397 0.1719 3.6026
H 1.9096 -0.8426 2.1502
H 1.7240 0.9394 2.0141
H 4.2052 -0.6265 2.3315
H 4.1974 1.2109 2.3984
H 3.4437 -0.3487 0.3604
C -1.1035 2.8163 -2.3247
O -0.5376 1.9305 -3.2960
N -0.2975 3.3708 -1.3741
N -2.2252 3.4332 -2.5301
H 0.5168 2.8152 -1.1311
H -0.6389 4.0947 -0.7030
H -2.7833 3.1402 -3.3211
H -2.7857 3.9080 -1.6819
C -1.5055 -1.0530 -2.2753
O -0.1454 -1.4319 -2.4828
H -1.6904 -0.0479 -2.1810
H -1.9776 -1.5007 -1.3449
H -2.0628 -1.5910 -3.0422
H -0.1576 -2.3131 -2.7228
C 2.2998 0.5620 -3.0831
O 3.4597 0.2164 -2.3418
H 2.3900 1.5834 -3.4411
H 1.4814 0.5131 -2.3889
H 2.2068 -0.1069 -3.9583
H 3.3981 -0.6734 -1.9603
C 2.5129 -2.2015 -1.1138
O 3.8571 -1.9232 -0.8184
H 2.4416 -2.2254 -2.2439
H 1.9036 -1.3363 -0.8291
H 2.1757 -3.1357 -0.6701
H 4.0822 -2.3514 -0.0064
C -3.7482 1.3547 -0.5705
O -4.2498 1.2767 -1.8503
H -2.7172 1.6830 -0.4222
H -3.6213 0.3758 -0.1449
H -4.4798 1.8843 0.0319
H -5.0289 1.8540 -1.9355
C 2.0463 3.3336 0.5213
O 2.1376 2.3514 -0.4727
H 1.0423 3.4064 0.7658
H 2.4853 4.3780 0.3129
H 2.5645 3.0611 1.4521
H 1.5695 1.6503 -0.3120
C -2.7841 -2.4236 2.3764
O -3.5580 -1.7456 1.4019
H -3.3264 -3.1719 2.9128
H -2.3070 -1.8266 3.1515
H -1.8632 -2.8240 1.9572
H -3.5696 -0.8024 1.4425
C -0.6118 -0.2711 0.9470
O 0.1102 0.3169 -0.1144
H -0.3048 -1.3119 1.0160
H -1.6777 -0.3247 0.6127
H -0.5235 0.1527 1.9643
H -0.0722 -0.1968 -0.9196
C -0.7545 2.7611 3.1450
O -0.8828 4.0661 3.4360
H -0.9123 2.6391 2.0443
H -1.4814 2.1385 3.7245
H 0.2036 2.3655 3.4760
H -1.7847 4.4061 3.1975
*
```

Its largest force on an atom is 8.307 eV/Å. The energy above the lowest of the compared OMol25 structures with the same formula, charge and spin is 241.5 kcal per mole. As for the SMILES: NC(N)=O.CCO.CCO.CO.CO.CO.CO.CO.CO.CO.CO. The value obtained for the gap between HOMO and LUMO is 8.52 eV.

Mulliken atomic charge list, values in e, 6 entries: -1.196, 1.224, -0.614, 0.062, 0.298, 0.460